The following is a DFT calculation (ωB97M-V with the def2-TZVPD basis set) of a 12-piece molecular cluster, H25O12 overall.

Element x y z (Å)
O  19.4660  5.2080  -4.6270
H  19.2880  4.8130  -3.7640
H  20.4590  5.5060  -4.6820
H  19.1120  4.5530  -5.3080
O  16.5020  1.8770  -5.9820
H  16.3460  1.7290  -5.0680
H  17.3410  2.3140  -6.0570
O  18.9860  2.7330  -5.7300
H  19.7140  2.5900  -6.3330
H  18.9440  2.1000  -5.0140
O  18.9400  5.1390  -7.5670
H  19.7850  5.2410  -8.0680
H  18.7450  6.0160  -7.2200
O  18.4200  4.1420  -2.3810
H  18.0500  3.2950  -2.0410
H  17.6750  4.7290  -2.3820
O  21.0930  8.2180  -5.5200
H  20.2630  8.2780  -5.0720
H  20.9200  8.1040  -6.4400
O  16.4850  5.1350  -5.3010
H  16.2660  4.8020  -4.4220
H  15.6680  5.2360  -5.7610
O  18.0130  7.3290  -5.7470
H  17.3790  6.5930  -5.5080
H  17.9280  7.8790  -5.0250
O  20.9000  3.9190  -0.7280
H  21.5450  4.5020  -1.1890
H  20.0970  3.8960  -1.2480
O  20.2360  7.0790  -2.6240
H  19.6790  7.8000  -2.9210
H  19.8610  6.7970  -1.8100
O  22.1540  5.7210  -5.1440
H  21.9690  6.6540  -5.2670
H  22.7580  5.5670  -5.9270
O  20.9990  3.0950  -3.7700
H  21.3320  2.5180  -3.0560
H  21.2530  2.5850  -4.5510

Cartesian forces, eV/Å:
O 0.582 0.592 -0.756
H 0.149 -0.527 0.872
H -0.894 -1.014 -0.525
H 0.876 0.303 0.040
O -1.001 -0.313 -1.031
H -0.283 -0.281 1.138
H 0.530 0.438 -0.250
O -0.402 1.146 -0.068
H 0.162 -0.499 -0.099
H 0.680 -0.408 0.034
O 1.277 -0.177 -0.326
H -1.108 -0.053 0.474
H -0.077 0.311 -0.018
O -0.140 -1.245 0.177
H 0.504 0.673 -0.363
H -0.657 0.667 0.312
O 1.365 -0.036 0.678
H -0.844 0.019 0.057
H -0.538 0.144 -1.034
O 1.077 -0.079 0.944
H -0.216 -0.011 -0.325
H -1.075 -0.093 -0.638
O -0.477 -2.415 -1.902
H 0.729 0.555 -0.485
H -0.268 2.260 2.232
O 0.990 0.375 -0.117
H -0.822 -0.606 0.353
H -0.019 0.339 -0.274
O 0.432 0.018 -1.272
H -0.047 0.248 0.156
H -0.397 -0.317 1.311
O 0.836 -0.738 -1.433
H -0.203 1.156 0.372
H -0.980 -0.275 1.380
O 0.325 -1.065 0.403
H -0.128 0.585 -0.036
H 0.062 0.322 0.019

Net charge   +1
Energy   -917.60380 Ha
LUMO level   -3.58 eV
Spin multiplicity   1
F_max   3.19 eV Å⁻¹
Orbital gap   0.37913 Eh

How is the electron density shared among the atoms? According to Mulliken, the charges in e are: O 0.164; H 0.300; H 0.480; H 0.277; O -0.640; H 0.261; H 0.405; O -0.769; H 0.283; H 0.328; O -0.614; H 0.308; H 0.315; O -0.659; H 0.290; H 0.251; O -0.682; H 0.239; H 0.336; O -0.552; H 0.248; H 0.285; O -0.637; H 0.354; H 0.282; O -0.622; H 0.330; H 0.290; O -0.552; H 0.279; H 0.296; O -0.631; H 0.369; H 0.308; O -0.457; H 0.287; H 0.251